This record from the OMol25 dataset describes the ion C6H11N with charge +1 at a distorted geometry. The level of theory is ωB97M-V/def2-TZVPD.

The net charge is +1. As for the expectation value of S²: 0.7772. The value obtained for the calculated total energy is -7880.1078 eV. The relative energy (zero: lowest compared OMol25 entry of this formula, charge and spin) is 50.2 kcal per mole. For the orbital gap (alpha / beta), the calculation gives 0.3267 / 0.2762 Eh. As for the multiplicity: 2.

Atoms and positions in Å:
C: 2.50479 -1.08091 0.99806
C: 1.14227 -0.68027 1.34531
N: -1.30403 1.07629 0.82753
C: -0.68403 0.41834 -0.26952
C: 0.32329 -0.47370 0.07001
C: -1.96845 1.37948 -2.14817
C: -0.99681 0.53515 -1.75072
H: 3.02760 -1.51060 1.85516
H: 2.39700 -1.92875 0.29284
H: 3.09364 -0.24896 0.60365
H: 0.92636 0.16845 2.04554
H: 0.46095 -1.58379 1.72025
H: -1.55573 0.60442 1.75067
H: -2.27399 1.38650 0.58512
H: 0.52379 -1.08015 -0.86282
H: -2.75518 0.93659 -2.88297
H: -2.15426 2.42048 -1.81278
H: -0.70721 -0.33854 -2.36716



This record from the OMol25 dataset describes the ion C6H11N with charge +1 at a distorted geometry. The level of theory is ωB97M-V/def2-TZVPD.

The net charge is +1. As for the expectation value of S²: 0.7543. The value obtained for the calculated total energy is -7880.1311 eV. The relative energy (zero: lowest compared OMol25 entry of this formula, charge and spin) is 49.6 kcal per mole. For the orbital gap (alpha / beta), the calculation gives 0.3662 / 0.1888 Eh. As for the multiplicity: 2.

Atoms and positions in Å:
C: 2.31230 0.78968 -1.38385
N: 1.54268 1.71723 -0.59708
C: 0.20895 1.38682 -0.18539
C: -2.28816 -1.92464 1.80723
C: -1.49315 -1.91498 0.74467
C: -1.06065 -0.68658 0.04880
C: 0.00969 0.01233 0.39211
H: 3.38066 0.86733 -1.18353
H: 2.04055 0.86374 -2.44489
H: 1.98490 -0.21562 -1.12983
H: 1.54098 2.65127 -1.01372
H: -0.52999 1.61939 -0.96394
H: 0.00430 2.11357 0.62123
H: -2.61807 -1.03086 2.32849
H: -2.60091 -2.85382 2.25574
H: -1.39962 -2.86023 0.21582
H: -1.77725 -0.27748 -0.65750
H: 0.74279 -0.25714 1.14564



This record from the OMol25 dataset describes the ion C6H11N2 with charge +1 at a distorted geometry. The level of theory is ωB97M-V/def2-TZVPD.

The net charge is +1. The value obtained for the calculated total energy is -9371.9177 eV. The relative energy (zero: lowest compared OMol25 entry of this formula, charge and spin) is 65.0 kcal per mole. For the orbital gap, the calculation gives 0.3178 Eh. As for the multiplicity: 1. As for the structure (SMILES): CCCC1=NC[NH+]=C1.

Atoms and positions in Å:
C: -2.46794 0.28763 0.90217
C: -2.06447 -0.92748 0.04391
C: -1.04489 -0.58142 -1.07151
C: 0.22299 -0.05513 -0.49281
C: 1.34000 -0.88769 -0.10724
N: 2.32216 -0.12842 0.32760
C: 1.71048 1.19442 0.48639
N: 0.50957 1.19738 -0.35752
H: -3.50133 0.57050 0.73189
H: -1.81402 1.11402 0.62013
H: -2.31338 0.10458 1.95734
H: -2.92194 -1.44916 -0.37398
H: -1.48757 -1.64370 0.64892
H: -1.42061 0.11870 -1.81727
H: -0.81398 -1.50788 -1.60593
H: 1.46743 -1.95257 -0.27381
H: 3.14516 -0.20197 -0.27541
H: 1.32224 1.19044 1.50744
H: 2.34683 2.04301 0.26776



This record from the OMol25 dataset describes the ion C6H11N2O with charge +1 at a distorted geometry. The level of theory is ωB97M-V/def2-TZVPD.

The net charge is +1. The value obtained for the calculated total energy is -11418.8685 eV. The relative energy (zero: lowest compared OMol25 entry of this formula, charge and spin) is 76.1 kcal per mole. For the orbital gap (alpha / beta), the calculation gives 0.2879 / 0.2879 Eh. As for the multiplicity: 1. As for the structure (SMILES): CN1C=C[N+](CO)=CC1.

Atoms and positions in Å:
C: 0.44277 -1.46744 -0.10804
C: -0.91748 -1.12220 -0.06271
C: -0.60857 1.18931 -0.29407
C: 0.85276 0.91106 -0.14284
C: -2.88354 0.25192 0.25632
C: 2.79202 -0.52972 0.00579
N: 1.32277 -0.31949 -0.08891
N: -1.49954 0.05146 -0.11671
O: 3.49576 0.61940 0.05863
H: 0.73432 -2.44153 0.17470
H: -1.54560 -1.99855 0.02240
H: -0.59892 2.14016 0.35604
H: -0.82766 1.60225 -1.25841
H: 1.58905 1.70328 0.05585
H: -3.11212 0.02060 1.41565
H: -3.31931 1.21396 -0.03951
H: -3.45815 -0.50314 -0.30099
H: 3.24805 -0.87873 -1.00776
H: 2.91503 -1.42714 0.70201
H: 3.37846 1.13856 0.96667



This record from the OMol25 dataset describes the ion C6H11N2O with charge +1 at a distorted geometry. The level of theory is ωB97M-V/def2-TZVPD.

The net charge is +1. As for the expectation value of S²: 2.0081. The value obtained for the calculated total energy is -11415.7840 eV. The relative energy (zero: lowest compared OMol25 entry of this formula, charge and spin) is 46.6 kcal per mole. For the orbital gap (alpha / beta), the calculation gives 0.1594 / 0.2789 Eh. As for the multiplicity: 3.

Atoms and positions in Å:
C: -2.78872 0.91916 -0.02815
C: -1.77652 0.06190 -0.51887
C: -2.18940 1.84988 0.82903
C: -0.64985 0.48926 0.11630
C: 0.73281 -1.49391 0.72892
C: 0.81200 -0.04997 0.15840
N: -0.91087 1.55751 0.81704
N: 1.43975 0.10356 -1.19871
O: 1.61024 0.75109 0.88313
H: -3.75249 0.78629 -0.42444
H: -1.86173 -0.76483 -1.31840
H: -2.59506 2.81769 1.06370
H: 0.70034 -1.24841 1.85111
H: -0.21180 -1.96488 0.52017
H: 1.64057 -2.13885 0.52881
H: -0.26113 1.93838 1.55506
H: 2.22993 -0.59431 -1.33608
H: 0.84364 -0.14109 -1.90569
H: 1.73459 1.10034 -1.30432
H: 1.38174 0.46079 1.78049



This record from the OMol25 dataset describes the ion C6H11N2O2 with charge +1 at a distorted geometry. The level of theory is ωB97M-V/def2-TZVPD.

The net charge is +1. The value obtained for the calculated total energy is -13457.9044 eV. The relative energy (zero: lowest compared OMol25 entry of this formula, charge and spin) is 282.0 kcal per mole. For the orbital gap (alpha / beta), the calculation gives 0.2634 / 0.2569 Eh. As for the multiplicity: 1.

Atoms and positions in Å:
C: -0.32259 -0.96104 -0.24949
C: -0.97708 0.06090 -0.80021
C: -1.35973 -2.01658 0.02072
C: -2.37424 1.63508 0.60836
C: 4.54254 -0.25997 0.34913
C: -1.78019 1.20813 -0.79368
N: 0.84978 -1.48074 0.07289
N: 2.35761 0.33101 -0.47923
O: 2.02353 -0.77800 0.15777
O: 3.62935 0.55422 -0.27523
H: -1.15032 -2.79415 -0.61300
H: -1.12355 -2.39796 1.10806
H: -2.32984 -1.82463 -0.10438
H: -3.37245 1.02389 0.77120
H: -2.74635 2.70272 0.57786
H: -1.51065 1.51853 1.33073
H: 4.48932 -0.33307 1.42108
H: 5.62003 0.11295 0.27172
H: 4.62216 -1.25094 -0.04416
H: -0.96887 1.97343 -1.14261
H: -2.44694 1.31946 -1.77044